The following is a DFT calculation (ωB97M-V with the def2-TZVPD basis set) of a structure of composition C31H25F3IN5O8SSn.

Results
E_tot = -3281.9558 a.u.
frontier orbital gap = 0.1982 Eh
ΔE to the lowest compared entry with this formula, charge and spin = 0.153 eV
HOMO energy = -2.049 eV
maximum force = 0.289 eV/Å

ORCA input file:
```
! RIJCOSX wB97M-V def2-TZVPD def2/J DEFGRID3
* xyz -2 1
Sn 1.53 -0.37 -1.21
O 0.25 -6.61 -0.28
C 0.62 -5.46 -0.42
C 1.88 -5.00 -1.14
O 2.78 -5.72 -1.53
C 1.79 -3.53 -1.19
C 0.73 -3.11 -0.37
O 0.52 -1.87 -0.09
C -0.08 -4.22 0.09
O -1.09 -4.19 0.78
O 2.58 -2.73 -1.78
C -4.84 1.36 1.93
C -3.94 2.55 2.07
C -4.43 3.78 2.49
C -3.62 4.90 2.60
C -2.28 4.78 2.26
C -1.76 3.57 1.82
C -2.58 2.45 1.74
N -2.12 1.19 1.33
C -0.80 0.96 0.87
N 0.12 1.17 1.83
C 1.53 1.13 1.80
C 2.24 0.63 0.71
C 3.63 0.70 0.80
C 4.30 1.20 1.91
C 3.55 1.64 2.99
C 2.17 1.62 2.96
C 1.38 2.11 4.15
N -0.57 0.54 -0.32
C -1.70 0.24 -1.13
C -2.36 -0.97 -0.93
C -3.46 -1.29 -1.71
C -3.89 -0.41 -2.69
C -3.21 0.78 -2.90
C -2.11 1.12 -2.13
C -1.33 2.38 -2.39
H -5.85 1.59 2.28
H -4.46 0.51 2.51
H -4.92 1.02 0.89
H -5.49 3.85 2.74
H -4.02 5.84 2.94
H -1.63 5.65 2.31
H -0.72 3.51 1.53
H -2.79 0.65 0.81
H -0.29 1.41 2.72
H 4.23 0.34 -0.03
H 5.38 1.22 1.94
H 4.05 2.01 3.88
H 2.06 2.37 4.96
H 0.69 1.35 4.53
H 0.79 3.00 3.92
H -1.97 -1.67 -0.20
H -3.95 -2.25 -1.58
H -4.73 -0.67 -3.33
H -3.52 1.44 -3.70
H -1.69 2.88 -3.29
H -0.27 2.15 -2.53
H -1.40 3.08 -1.55
F -0.99 -0.80 -6.99
C -1.28 -0.79 -5.67
F -2.41 -1.50 -5.51
F -1.59 0.49 -5.35
S 0.13 -1.44 -4.65
O 0.42 -2.69 -5.29
O 1.11 -0.39 -4.82
O -0.46 -1.53 -3.33
I 8.11 -3.20 2.26
C 6.31 -2.96 1.29
C 6.05 -3.18 -0.04
N 4.76 -2.88 -0.22
N 4.16 -2.49 0.90
C 5.09 -2.53 1.84
H 6.68 -3.52 -0.85
H 4.15 -2.93 -1.06
H 4.86 -2.24 2.85
*
```

Just the Löwdin charges please, in e? Sure, here they are:
1 Sn 1.3353
2 O 0.0902
3 C -0.2678
4 C -0.2872
5 O 0.0709
6 C -0.3337
7 C -0.2935
8 O -0.1941
9 C -0.3067
10 O 0.0474
11 O -0.1507
12 C -0.0432
13 C -0.2161
14 C -0.0656
15 C -0.1157
16 C -0.1021
17 C -0.0299
18 C -0.1944
19 N 0.1411
20 C -0.3440
21 N 0.1389
22 C -0.2114
23 C -0.2441
24 C -0.1821
25 C -0.1142
26 C -0.0814
27 C -0.2300
28 C -0.0614
29 N 0.0578
30 C -0.2712
31 C -0.0303
32 C -0.0725
33 C -0.0972
34 C -0.0655
35 C -0.2213
36 C -0.0294
37 H 0.0725
38 H 0.0888
39 H 0.0856
40 H 0.1024
41 H 0.0893
42 H 0.0972
43 H 0.1102
44 H 0.1073
45 H 0.1108
46 H 0.0756
47 H 0.0919
48 H 0.0955
49 H 0.0688
50 H 0.0806
51 H 0.0727
52 H 0.1147
53 H 0.1041
54 H 0.0959
55 H 0.1046
56 H 0.0750
57 H 0.0731
58 H 0.0709
59 F 0.0892
60 C -0.6403
61 F 0.0975
62 F 0.0867
63 S 0.4114
64 O -0.3137
65 O -0.3555
66 O -0.3525
67 I 0.7578
68 C -0.7988
69 C -0.1624
70 N 0.0061
71 N 0.0681
72 C -0.2252
73 H 0.1100
74 H 0.1118
75 H 0.0973